1.
2 unconnected molecules or ions with the total composition C3H6INOS in a non-equilibrium geometry, computed with wB97M-V/def2-TZVPD.

Structure (XYZ):
```
13
Properties=species:S:1:pos:R:3
C 1.91562 -0.87830 0.55879
C 0.50885 1.05690 0.32134
C -0.40654 -1.21412 0.10404
N 0.76231 -0.37154 0.35985
O 2.66126 -1.77467 0.66570
S 3.96189 1.43795 0.43188
I 5.40917 -0.39743 0.28590
H 0.08897 1.32716 -0.65008
H -0.20354 1.32484 1.10476
H 1.44775 1.59320 0.47104
H -1.17744 -1.00652 0.84754
H -0.80016 -0.98913 -0.88902
H -0.13083 -2.26492 0.15453
```

## Properties
energy	-943.708163	Eh
strongest force on any atom	2.8	eV/Å
HOMO-LUMO gap (spin up / spin down)	6.55 / 6.26	eV


2.
A molecular structure, C19H13BeF3N2O2PS2, computed with wB97M-V/def2-TZVPD.

Structure (XYZ):
```
43
Properties=species:S:1:pos:R:3
Be 1.38510 0.73666 0.50369
S 2.72903 -0.81405 0.74537
C 2.66736 -0.16552 2.35794
S 1.42849 1.04584 2.56279
C 3.51101 -0.55290 3.37110
C 4.50957 -1.55305 3.17326
N 5.31265 -2.36388 3.01380
C 3.39955 0.01618 4.67717
N 3.32094 0.46341 5.73623
F 2.13285 4.28239 0.97107
C 2.88564 3.73536 -0.00432
F 3.56997 4.72703 -0.58682
F 3.76941 2.91661 0.57373
C 1.97171 2.99097 -1.01098
O 1.64832 3.54801 -2.03719
O 1.57278 1.84986 -0.60307
C -1.61694 1.83983 -0.23765
P -0.71502 0.25793 -0.22261
C -1.83250 -0.88905 0.62011
C -3.03079 -1.33510 0.06507
C -3.86553 -2.16887 0.78991
C -3.50963 -2.56130 2.07583
C -2.31750 -2.12441 2.63220
C -1.47672 -1.29067 1.90510
C -0.74017 -0.28399 -1.95871
C -0.42019 -1.61417 -2.23543
C -0.36999 -2.06824 -3.54212
C -0.62775 -1.19432 -4.59163
C -0.92669 0.13194 -4.32668
C -0.98272 0.58715 -3.01480
H -2.62958 1.73239 -0.62999
H -1.05847 2.56456 -0.82811
H -1.66703 2.19997 0.79068
H -3.30157 -1.04125 -0.94292
H -4.79324 -2.51711 0.35354
H -4.16368 -3.21328 2.64128
H -2.03413 -2.43334 3.62973
H -0.53970 -0.94864 2.33261
H -0.20235 -2.29894 -1.42348
H -0.11932 -3.10170 -3.74369
H -0.58157 -1.54674 -5.61437
H -1.10571 0.82250 -5.14054
H -1.18587 1.63195 -2.82709
```

## Properties
energy	-2444.161812	Eh
strongest force on any atom	0.4	eV/Å
HOMO-LUMO gap	7.62	eV
total charge	-1


3.
A molecular structure, C33H29NO9OsP2, computed with wB97M-V/def2-TZVPD.

Structure (XYZ):
```
75
Properties=species:S:1:pos:R:3
Os -0.17221 -0.91292 0.19855
O 1.71901 -0.90092 0.40633
C 2.66829 0.11800 0.11927
C 2.00423 1.17039 -0.78413
C 0.84147 1.88582 -0.16328
C 0.89175 3.24009 0.10383
C -0.24657 3.88511 0.55810
C -1.42163 3.16884 0.66917
C -1.42220 1.80701 0.40559
C -2.70216 1.01804 0.44460
C -2.85494 -0.04360 -0.66580
O -1.93122 -1.10822 -0.43953
C -2.61392 0.49821 -2.06921
C -2.76596 1.84050 -2.39349
C -2.55897 2.28331 -3.69496
C -2.20044 1.38528 -4.68668
C -2.05551 0.03979 -4.37214
C -2.26290 -0.40035 -3.07515
C -4.25003 -0.64894 -0.51778
C -4.48638 -1.53603 0.52936
C -5.75231 -2.06278 0.72739
C -6.79724 -1.70618 -0.11479
C -6.56716 -0.82180 -1.15633
C -5.29757 -0.29477 -1.35842
N -0.28565 1.17982 0.05870
C 3.14823 0.77982 1.41079
C 4.40126 1.38348 1.46826
C 4.81731 2.03885 2.61799
C 3.98833 2.09252 3.72932
C 2.73896 1.49274 3.67879
C 2.31902 0.84375 2.52567
C 3.82321 -0.58398 -0.58670
C 4.37999 -1.69120 0.05254
C 5.43421 -2.37912 -0.51752
C 5.95312 -1.97046 -1.74222
C 5.40174 -0.87872 -2.38681
C 4.33795 -0.18803 -1.81134
H 1.64716 0.65584 -1.68286
H 2.73927 1.91313 -1.09115
H 1.81841 3.77394 -0.05300
H -0.22411 4.94285 0.78483
H -2.34792 3.64776 0.95543
H -3.53946 1.71373 0.38996
H -2.78701 0.50046 1.40248
H -3.05808 2.55955 -1.63924
H -2.68202 3.33288 -3.92967
H -2.03952 1.72878 -5.70023
H -1.78412 -0.67104 -5.14195
H -2.15440 -1.44938 -2.83122
H -3.68136 -1.83012 1.19179
H -5.91734 -2.75413 1.54321
H -7.78586 -2.11860 0.03996
H -7.37415 -0.54303 -1.82173
H -5.12866 0.38593 -2.18309
H 5.06410 1.33589 0.61271
H 5.79715 2.49794 2.64689
H 4.31855 2.59038 4.63173
H 2.08452 1.52113 4.54060
H 1.34455 0.37724 2.50900
H 3.96489 -2.01271 0.99958
H 5.85392 -3.23824 -0.01041
H 6.78165 -2.50491 -2.18823
H 5.79193 -0.55720 -3.34376
H 3.92421 0.65767 -2.34458
O 0.35503 -1.83399 3.89294
P -0.96177 -1.64234 3.05301
O -2.14751 -1.40796 3.85889
O -0.64644 -0.47791 1.99422
O -1.09152 -2.94410 2.12185
P -0.08396 -3.79525 1.18670
O 1.31487 -3.57453 1.98010
O -0.41625 -5.20898 1.07822
O 0.00105 -2.92381 -0.08361
H 1.07399 -2.24363 3.38082
H 1.75311 -4.42653 2.08180
```

## Properties
energy	-2780.528900	Eh
strongest force on any atom	0.9	eV/Å
HOMO-LUMO gap (spin up / spin down)	7.66 / 7.67	eV


4.
A molecular structure, C20H58CaF3O19S in a non-equilibrium geometry, computed with wB97M-V/def2-TZVPD.

Structure (XYZ):
```
102
Properties=species:S:1:pos:R:3
Ca 21.02641 16.51463 27.93809
C 17.16099 16.79218 30.47695
F 18.24513 17.00507 31.19909
F 16.98961 15.50080 30.32552
F 16.11153 17.35098 31.04363
S 17.40375 17.51484 28.78296
O 18.77832 17.23124 28.34059
O 16.41578 16.83763 27.97932
O 17.20386 18.92906 28.97769
C 16.79669 14.09438 25.78474
O 17.57018 15.27093 25.56954
H 17.14606 13.32738 25.09088
H 16.85029 13.71336 26.81378
H 15.74186 14.25858 25.52618
H 17.28371 15.94561 26.19883
C 19.15943 20.72150 31.47620
C 18.79970 21.39942 30.17487
O 19.28870 20.64468 29.05249
O 20.55679 20.71008 31.63309
H 18.77107 19.68968 31.43361
H 18.69760 21.23056 32.33229
H 19.23216 22.40480 30.19503
H 17.71440 21.51529 30.11931
H 18.54383 19.98803 28.90712
H 20.76334 20.34102 32.50287
C 22.25373 18.85528 29.72488
C 23.50446 18.20472 29.20507
O 23.23696 16.78152 29.01288
O 21.16858 18.68159 28.81809
H 22.51477 19.90024 29.90776
H 22.02078 18.47313 30.72705
H 24.30680 18.34990 29.92715
H 23.79708 18.65337 28.25196
H 24.06255 16.33544 28.77132
H 20.52404 19.46310 28.91087
C 16.72194 10.79401 30.45798
C 16.53073 12.22054 29.95002
O 16.29096 12.26058 28.55256
O 17.93239 10.24518 30.00561
H 15.87468 10.19690 30.07586
H 16.60935 10.73333 31.53828
H 17.43566 12.77359 30.20030
H 15.70864 12.65721 30.54301
H 15.48480 11.76157 28.36925
H 17.85144 10.13760 29.05222
C 11.93264 14.97710 27.14923
C 13.34618 15.24544 27.57048
O 13.82756 16.39811 26.90566
O 11.38241 14.03146 28.08898
H 11.88370 14.59680 26.12285
H 11.31788 15.88428 27.21680
H 13.95855 14.35323 27.37545
H 13.34517 15.40449 28.66064
H 14.74638 16.55247 27.21518
H 10.48396 13.83760 27.81312
C 20.58025 14.55038 30.48218
C 19.64356 13.90011 29.49285
O 19.94888 14.26837 28.12620
O 20.71385 15.99572 30.32059
H 21.58870 14.15462 30.24627
H 20.32854 14.26696 31.50143
H 18.60746 14.16767 29.74431
H 19.73240 12.82524 29.67946
H 19.43210 13.66348 27.56958
H 21.21993 16.32376 31.07205
C 19.60627 18.10039 34.21816
C 20.41919 19.31252 34.63428
O 21.66697 19.32571 33.97771
O 20.16572 16.93125 34.80325
H 19.69754 18.02466 33.12848
H 18.53485 18.21070 34.40508
H 20.62370 19.27158 35.70569
H 19.89216 20.23735 34.40376
H 22.14696 18.51085 34.15634
H 19.77342 16.83013 35.67921
C 14.63134 19.43783 32.93518
C 15.99743 20.12605 32.95194
O 16.34502 20.51932 34.28078
H 14.27985 19.07236 31.96690
H 13.88008 20.11164 33.34656
H 14.69167 18.53820 33.55699
H 15.97275 21.01151 32.30056
H 16.73475 19.44686 32.51553
H 16.04127 21.41188 34.45154
C 13.22889 19.81125 29.37870
C 13.14529 19.87484 27.84856
O 12.24478 18.89832 27.37376
H 13.83160 18.93986 29.64382
H 12.23469 19.70054 29.81228
H 13.70531 20.67097 29.86061
H 14.14268 19.71119 27.41578
H 12.83398 20.87612 27.54398
H 12.70050 18.03664 27.34730
C 16.62694 15.55341 35.08583
C 17.05548 14.43799 34.15310
O 16.58250 13.16600 34.57558
H 17.03240 16.48694 34.68255
H 17.04143 15.38852 36.07318
H 15.54195 15.59225 35.01731
H 18.14299 14.38753 34.04559
H 16.70133 14.60542 33.12218
H 15.62066 13.17850 34.58325
```

## Properties
energy	-3601.584973	Eh
strongest force on any atom	1.9	eV/Å
HOMO-LUMO gap	7.27	eV
total charge	+1


5.
C2H6N6 in the gas phase in a non-equilibrium geometry, computed with wB97M-V/def2-TZVPD.

Structure (XYZ):
```
14
Properties=species:S:1:pos:R:3
C -0.77640 1.28752 -0.91854
C 0.88119 -1.25634 0.68832
N 0.27789 -1.47561 1.91280
N -0.26894 2.25699 -1.72662
N 0.15395 0.91146 0.14955
N 0.19487 -0.30929 -0.09010
N -2.03036 1.05529 -0.87430
N 1.89644 -1.80942 0.18953
H -0.59606 -0.99434 2.08341
H 0.44088 -2.36016 2.34727
H 0.72596 2.25151 -1.92329
H -0.91149 2.68358 -2.36403
H -2.27893 0.29187 -0.25862
H 2.29099 -2.53304 0.78460
```

## Properties
SMILES	[H]\N=C(N)/N=N/C(N)=N/[H]
energy	-408.281646	Eh
strongest force on any atom	3.5	eV/Å
HOMO-LUMO gap	9.29	eV


6.
A gas-phase ion, C6H10N (charge +1) in a non-equilibrium geometry, computed with wB97M-V/def2-TZVPD.

Structure (XYZ):
```
17
Properties=species:S:1:pos:R:3
C -0.71126 0.12847 0.05828
C 1.60543 1.15949 -0.27470
C 1.64320 0.65123 1.06345
C 0.65824 -0.03938 0.04265
C 1.21123 -1.36419 -0.54598
C -3.18382 0.05207 0.04513
N -1.84330 0.10304 0.09382
H 1.18275 2.06762 -0.61090
H 2.45448 0.85491 -0.88840
H 2.40819 -0.08301 1.16277
H 1.39712 1.12754 2.03281
H 2.21277 -1.23792 -0.36342
H 1.00611 -1.32922 -1.59504
H 0.76160 -2.17547 -0.08504
H -3.60551 0.71187 0.77163
H -3.67866 0.42847 -0.88276
H -3.51858 -1.05554 -0.02430
```

## Properties
SMILES	C[N+]#CC1(C)CC1
energy	-289.031247	Eh
strongest force on any atom	5.0	eV/Å
HOMO-LUMO gap	11.38	eV
total charge	+1


7.
5 unconnected molecules or ions with the total composition C27H31B2BrO2 in a non-equilibrium geometry, computed with wB97M-V/def2-TZVPD.

Structure (XYZ):
```
63
Properties=species:S:1:pos:R:3
C -5.65149 -1.35420 0.61677
B -4.65570 -2.62259 0.17422
O -3.96185 -3.46857 1.17941
B -4.49872 -2.84495 -1.47719
C -3.61766 -1.88402 -2.48060
C -2.01467 -1.80844 -2.13838
O -1.31179 -0.81899 -2.75685
Br -1.00978 -2.99214 -0.87570
H -6.70227 -1.77358 0.95347
H -5.21710 -0.70563 1.48902
H -5.73606 -0.64081 -0.32598
H -4.42638 -3.35383 2.06051
H -5.11773 -3.75334 -1.93433
H -3.85182 -2.26123 -3.58873
H -4.01426 -0.75892 -2.46142
C 1.43157 -2.60903 4.82799
C 0.16240 -2.93765 5.30336
C -0.86872 -3.21545 4.40646
C -0.62778 -3.17422 3.03287
C 0.64242 -2.84926 2.55760
C 1.67117 -2.56237 3.45444
H 2.23405 -2.38926 5.52726
H -0.02350 -2.97648 6.37379
H -1.85924 -3.46491 4.77709
H -1.42996 -3.39547 2.33382
H 0.83043 -2.81877 1.48715
H 2.65917 -2.30385 3.08374
C -2.99717 3.88402 -2.43970
C -2.19231 4.82538 -3.08065
C -1.08696 4.40957 -3.82236
C -0.79198 3.05029 -3.93131
C -1.59909 2.10872 -3.29342
C -2.69906 2.52517 -2.54404
H -3.85655 4.20868 -1.85893
H -2.42623 5.88409 -3.00137
H -0.45614 5.14372 -4.31611
H 0.06653 2.72575 -4.51332
H -1.37000 1.04937 -3.37978
H -3.32439 1.79170 -2.04268
C 3.77329 1.73002 8.28061
C 4.41950 0.75854 9.04442
C 4.67117 -0.50181 8.50314
C 4.28502 -0.78765 7.19329
C 3.64216 0.18513 6.42824
C 3.38218 1.44247 6.97272
H 3.57426 2.71105 8.70396
H 4.72651 0.98361 10.06273
H 5.16869 -1.26074 9.10081
H 4.48545 -1.76820 6.76964
H 3.34276 -0.03727 5.40694
H 2.87640 2.19826 6.37828
C 3.64234 1.82220 -6.62088
C 2.37316 1.49358 -6.14551
C 1.34204 1.21578 -7.04241
C 1.58299 1.25702 -8.41600
C 2.85319 1.58198 -8.89127
C 3.88193 1.86887 -7.99443
H 4.44482 2.04198 -5.92161
H 2.18727 1.45476 -5.07508
H 0.35153 0.96633 -6.67178
H 0.78081 1.03577 -9.11505
H 3.04120 1.61247 -9.96172
H 4.86993 2.12738 -8.36512
```

## Properties
SMILES	CB(O)BCC(=O)Br.c1ccccc1.c1ccccc1.c1ccccc1.c1ccccc1
energy	-3821.543394	Eh
strongest force on any atom	9.5	eV/Å
HOMO-LUMO gap	8.49	eV


8.
14 unconnected molecules or ions with the total composition C37H64N17O3S in a non-equilibrium geometry, computed with wB97M-V/def2-TZVPD.

Structure (XYZ):
```
122
Properties=species:S:1:pos:R:3
C -0.59830 -7.50386 4.90295
C -1.48977 -6.81227 3.93117
C -2.36772 -5.74790 4.53696
N -1.57344 -7.12548 2.68420
C -0.67712 -6.78965 1.63987
C 0.50962 -5.93673 2.01553
N 1.29809 -5.68346 0.80507
C 0.54728 -4.98961 -0.24466
C 0.02907 -3.58484 0.09430
C 1.02506 -2.45377 -0.12143
C 2.34140 -2.59807 0.64447
C 3.10926 -1.27001 0.73837
S 4.80169 -1.49587 0.24524
O 5.41722 -2.52625 1.02401
O 5.46654 -0.23843 0.23174
O 4.71618 -2.00450 -1.26777
C -0.58781 -5.90902 -0.68842
N -1.27065 -5.44155 -1.84730
N -1.46735 -6.11314 0.53378
H -1.14823 -8.22832 5.49850
H 0.23410 -7.98539 4.39671
H -0.18219 -6.76052 5.58376
H -1.82703 -4.81651 4.67232
H -3.23390 -5.64743 3.89053
H -2.72866 -6.14626 5.48348
H -0.28052 -7.70452 1.19392
H 0.21738 -5.00321 2.50583
H 1.14042 -6.52607 2.67291
H 2.15079 -5.19876 1.03661
H 1.19208 -4.90515 -1.11751
H -0.80141 -3.38428 -0.57954
H -0.37832 -3.50070 1.10321
H 1.22072 -2.29639 -1.18318
H 0.55324 -1.53920 0.23613
H 2.94753 -3.35804 0.14799
H 2.12326 -3.00166 1.63096
H 2.67831 -0.50648 0.10173
H 3.17248 -0.96152 1.77505
H 4.46237 -2.93755 -1.26701
H -0.13261 -6.87610 -0.88151
H -1.84740 -4.62646 -1.66413
H -1.87141 -6.16714 -2.22043
H -1.84511 -5.23532 0.89595
H -2.24676 -6.72793 0.30549
C 0.72565 2.55837 -0.47086
C 0.31493 1.41255 0.33080
N -0.01212 0.50396 0.95381
H -0.12730 2.95386 -1.01653
H 1.11719 3.33787 0.17421
H 1.49333 2.25669 -1.18107
C -2.38543 -1.49278 -3.58484
C -2.56210 -2.00912 -2.23596
N -2.69417 -2.41639 -1.16931
H -1.71835 -2.14401 -4.14720
H -3.34735 -1.44474 -4.09074
H -1.96159 -0.49116 -3.54284
C 6.23856 -0.80711 -3.85073
C 6.04691 -1.22812 -5.23242
N 5.86433 -1.55621 -6.31649
H 5.71251 -1.48919 -3.19008
H 7.29726 -0.81184 -3.60029
H 5.84499 0.19755 -3.71126
C -4.91127 1.36736 -1.66893
C -4.16995 1.64851 -2.89296
N -3.58888 1.87677 -3.85789
H -5.41821 2.26842 -1.33258
H -5.65258 0.59241 -1.85019
H -4.22623 1.03555 -0.89025
C -4.25818 -4.67551 8.48144
C -3.27444 -5.72665 8.25364
N -2.49949 -6.55675 8.08403
H -4.39240 -4.09170 7.57303
H -5.20989 -5.11905 8.76551
H -3.91656 -4.02082 9.28006
C 1.89740 6.67336 0.55417
C 1.62928 5.96154 -0.68624
N 1.41980 5.40499 -1.66851
H 1.31269 7.58886 0.59363
H 1.62666 6.05195 1.40215
H 2.95582 6.92465 0.61466
C -1.24369 6.16698 3.95029
C -0.68110 5.40232 2.84663
N -0.23264 4.80023 1.97917
H -1.99168 5.57019 4.46791
H -0.45399 6.43814 4.64738
H -1.70473 7.07429 3.56568
C -8.52271 3.34830 -1.22877
C -8.36487 1.90426 -1.34695
N -8.25598 0.76338 -1.43508
H -8.75489 3.60525 -0.19703
H -7.60593 3.85312 -1.52779
H -9.33667 3.68348 -1.86756
C 2.24656 11.01611 2.06767
C 1.21292 9.99212 2.05455
N 0.42264 9.16024 2.03970
H 2.79436 10.99417 1.12804
H 1.79927 11.99852 2.20378
H 2.94042 10.82237 2.88247
C 5.28999 -4.69421 -7.56969
C 4.30614 -5.77045 -7.59136
N 3.52506 -6.61097 -7.60709
H 5.84346 -4.67581 -8.50578
H 4.79167 -3.73747 -7.43427
H 5.98606 -4.84743 -6.74823
C 5.53284 7.17833 -1.04552
C 5.36374 8.15027 0.03114
N 5.23146 8.92185 0.87147
H 4.66494 6.52229 -1.09119
H 5.63629 7.69098 -1.99294
H 6.42285 6.58031 -0.86939
C -11.56243 0.96812 1.06552
C -11.68356 2.42163 1.06164
N -11.76201 3.56623 1.04523
H -10.51614 0.68510 1.16057
H -12.12368 0.55494 1.90081
H -11.95614 0.56407 0.13550
C 7.59621 8.65384 -5.28991
C 7.20049 7.54575 -4.42979
N 6.88784 6.67186 -3.75486
H 6.72063 9.06078 -5.79097
H 8.06284 9.43451 -4.69302
H 8.30494 8.30323 -6.03681
```

## Properties
energy	-3002.634325	Eh
strongest force on any atom	2.5	eV/Å
HOMO-LUMO gap	8.97	eV
total charge	+1